# 1
Density functional theory data (ωB97M-V/def2-TZVPD) for C6H11NO2 as an isolated structure.

The multiplicity is 1. As for the lowest unoccupied orbital energy: 0.7 eV.

Structure (XYZ):
```
20
Properties=species:S:1:pos:R:3:nbo_charge:R:1
C -1.37 -0.46 -2.00 -0.642
C -0.33 0.66 0.05 0.739
C -1.12 -0.47 -0.51 -0.082
N -0.57 1.90 -0.45 -0.803
C -1.54 -1.43 0.30 -0.320
O 0.04 0.63 1.33 -0.600
H -0.12 2.68 0.01 0.406
H -1.02 2.04 -1.34 0.400
H -2.01 0.37 -2.30 0.202
H -0.42 -0.38 -2.54 0.232
H -1.86 -1.38 -2.31 0.229
H -2.12 -2.27 -0.07 0.197
H -1.29 -1.42 1.35 0.226
C 1.61 0.37 1.42 0.245
C 2.07 -0.68 2.10 -0.637
O 1.40 0.07 -0.40 -0.853
H 2.01 0.64 -0.87 0.464
H 2.06 1.35 1.51 0.175
H 2.93 -0.55 2.73 0.214
H 1.65 -1.66 1.97 0.207
```

=====

# 2
Density functional theory data (ωB97M-V/def2-TZVPD) for C39H50Br3GeIN3OPtSi as an isolated structure.

The multiplicity is 5. As for the lowest unoccupied orbital energy (alpha / beta): -2.3 / -5.7 eV. The charge is +1.

Structure (XYZ):
```
100
Properties=species:S:1:pos:R:3:mulliken_charge:R:1
Pt -1.13 -1.77 -0.13 1.112
O -6.16 0.18 2.92 -0.504
C -5.15 -0.08 2.10 0.811
C -3.94 0.63 2.11 -0.456
C -2.95 0.27 1.24 -0.953
N -3.08 -0.75 0.37 -0.383
C -4.24 -1.41 0.35 0.141
Br -4.38 -2.80 -0.91 -0.099
C -5.30 -1.12 1.18 -0.539
H -5.95 0.89 3.53 0.330
H -3.79 1.45 2.80 0.337
H -2.01 0.80 1.21 0.863
H -6.23 -1.67 1.12 0.485
C -1.15 -3.69 -0.85 -1.190
Ge -0.68 -4.16 -2.65 1.410
C 0.59 -5.69 -2.74 0.145
C 0.65 -6.60 -1.69 -0.403
C 1.57 -7.64 -1.72 -0.638
C 2.43 -7.77 -2.80 -0.497
C 2.35 -6.88 -3.86 -0.716
C 1.43 -5.84 -3.83 -0.048
C 0.03 -2.64 -3.66 0.297
C -0.86 -1.72 -4.20 -0.251
C -0.41 -0.65 -4.97 -0.935
C 0.95 -0.51 -5.22 -0.477
C 1.85 -1.41 -4.68 -0.930
C 1.40 -2.46 -3.89 -0.362
C -2.33 -4.81 -3.55 0.159
C -2.50 -4.62 -4.91 -0.081
C -3.68 -5.01 -5.52 -0.708
C -4.69 -5.60 -4.77 -0.515
C -4.52 -5.80 -3.41 -0.575
C -3.34 -5.40 -2.79 -0.683
H -1.58 -4.42 -0.17 0.632
H -0.02 -6.50 -0.84 0.287
H 1.62 -8.34 -0.89 0.401
H 3.14 -8.58 -2.82 0.388
H 3.02 -6.99 -4.71 0.405
H 1.36 -5.17 -4.68 0.429
H -1.93 -1.84 -4.04 0.433
H -1.11 0.05 -5.40 0.445
H 1.31 0.31 -5.83 0.450
H 2.91 -1.30 -4.87 0.485
H 2.11 -3.16 -3.47 0.597
H -1.71 -4.17 -5.50 0.440
H -3.81 -4.86 -6.59 0.416
H -5.61 -5.91 -5.25 0.394
H -5.30 -6.27 -2.82 0.429
H -3.21 -5.56 -1.73 0.511
Br -0.43 -1.71 2.30 -0.514
C -1.04 3.45 4.34 -2.113
C 0.48 3.23 4.34 2.513
C 1.10 4.08 5.46 -1.711
C 0.70 1.74 4.67 -1.822
Si 1.23 3.73 2.64 -0.398
Br 0.44 2.12 1.24 -0.147
C 0.51 5.36 1.89 2.368
C 0.61 6.50 2.91 -1.751
C 1.28 5.77 0.62 -2.032
C -0.96 5.22 1.47 -1.785
C 3.15 3.59 2.51 2.522
C 3.79 4.86 3.09 -1.814
C 3.62 3.41 1.06 -1.734
C 3.67 2.39 3.31 -2.173
H -1.47 3.08 5.27 0.638
H -1.52 2.91 3.51 0.231
H -1.30 4.51 4.26 0.267
H 0.63 3.84 6.42 0.524
H 0.97 5.15 5.28 0.327
H 2.17 3.87 5.56 0.301
H 0.23 1.52 5.63 0.548
H 1.76 1.49 4.77 0.316
H 0.27 1.08 3.92 0.235
H 1.62 6.62 3.31 0.285
H -0.07 6.35 3.76 0.326
H 0.33 7.45 2.44 0.533
H 2.32 6.01 0.83 0.311
H 0.82 6.66 0.19 0.604
H 1.25 4.98 -0.13 0.341
H -1.62 4.97 2.30 0.313
H -1.09 4.48 0.69 0.305
H -1.30 6.18 1.07 0.525
H 3.58 5.74 2.48 0.283
H 4.87 4.75 3.12 0.539
H 3.44 5.07 4.10 0.335
H 3.34 4.24 0.41 0.299
H 3.23 2.49 0.62 0.082
H 4.71 3.34 1.05 0.538
H 3.51 2.52 4.38 0.382
H 4.75 2.29 3.15 0.610
H 3.20 1.46 3.00 0.314
I 3.43 1.65 -3.04 0.178
C 2.30 0.50 -1.74 -0.388
C 2.73 -0.05 -0.54 -0.623
N 1.68 -0.69 -0.02 0.311
N 0.60 -0.57 -0.80 -0.124
C 0.96 0.13 -1.87 -0.786
H 3.69 -0.02 -0.06 0.563
H 1.59 -1.11 0.90 0.058
H 0.27 0.35 -2.67 0.804
```

=====

# 3
Density functional theory data (ωB97M-V/def2-TZVPD) for C65H46AsBr4ClIN4O5SSbSr as an isolated structure.

The multiplicity is 1. As for the lowest unoccupied orbital energy: 3.5 eV. The charge is -2.

Structure (XYZ):
```
130
Properties=species:S:1:pos:R:3:mulliken_charge:R:1
Sr -0.07 1.26 -0.47 0.866
C 2.29 -2.55 1.21 -2.461
C 0.92 -1.95 1.06 0.275
N 0.45 -1.51 -0.06 1.542
N 1.32 -1.41 -1.10 -0.300
C 0.70 -1.24 -2.28 -1.245
O -0.51 -1.44 -2.51 -0.617
C 1.57 -0.67 -3.37 1.393
C 1.00 -0.41 -4.61 -0.456
C 1.73 0.26 -5.58 -1.022
C 3.02 0.69 -5.32 -0.291
C 3.59 0.43 -4.08 -0.301
C 2.87 -0.25 -3.11 -0.474
C 0.08 -1.77 2.26 0.925
C 0.50 -2.26 3.50 -1.462
C -0.27 -2.04 4.63 -1.000
C -1.45 -1.32 4.50 -1.015
C -1.79 -0.87 3.23 -0.357
N -1.07 -1.08 2.15 1.630
H 2.77 -2.58 0.24 0.425
H 2.23 -3.56 1.61 0.493
H 2.91 -1.96 1.89 0.336
H -0.04 -0.65 -4.76 0.361
H 1.26 0.51 -6.53 0.363
H 3.57 1.26 -6.06 0.439
H 4.58 0.81 -3.84 0.338
H 3.28 -0.40 -2.13 0.049
H 1.43 -2.80 3.59 0.448
H 0.05 -2.41 5.60 0.474
H -2.09 -1.10 5.35 0.439
H -2.70 -0.30 3.08 0.049
Br 4.41 5.82 -4.28 -0.260
C 3.01 4.62 -3.82 -0.192
C 1.93 4.43 -4.66 0.301
Br 1.80 5.38 -6.30 -0.251
C 0.92 3.53 -4.28 -0.200
Br -0.53 3.14 -5.45 -0.219
C 0.93 2.81 -3.08 -0.082
O 0.09 1.88 -2.81 -1.006
C 2.01 3.10 -2.13 -0.612
O 2.04 2.51 -0.98 1.430
C 3.04 3.94 -2.59 0.342
Br 4.60 4.00 -1.49 -0.204
Cl -6.34 4.95 1.92 -0.335
C -4.79 4.51 1.23 0.507
C -4.00 5.48 0.69 -0.493
C -2.74 5.18 0.15 -0.385
I -1.65 6.66 -0.83 -0.001
C -2.19 3.88 0.18 -0.492
O -1.03 3.58 -0.20 0.453
C -3.12 2.84 0.65 -0.634
N -2.71 1.57 0.48 0.783
C -3.50 0.58 0.82 -2.316
C -4.76 0.79 1.40 -1.042
C -5.21 2.07 1.58 -1.102
C -4.40 3.15 1.18 0.759
H -4.34 6.51 0.67 0.393
H -3.13 -0.42 0.64 2.025
H -5.37 -0.06 1.67 0.545
H -6.18 2.27 2.00 0.370
S -3.65 -1.25 -2.43 -0.643
Sb -2.51 -3.14 -1.99 1.677
C -2.56 -3.62 0.08 0.962
C -3.76 -3.29 0.71 -1.068
C -3.96 -3.59 2.05 -0.670
C -2.96 -4.23 2.77 -0.531
C -1.77 -4.56 2.15 -0.463
C -1.56 -4.24 0.81 -0.408
C -3.93 -4.64 -2.61 0.446
C -4.12 -5.83 -1.90 0.067
C -5.01 -6.79 -2.36 -0.767
C -5.73 -6.57 -3.53 -0.382
C -5.55 -5.39 -4.23 -0.585
C -4.66 -4.43 -3.77 -0.707
C -0.88 -4.26 -2.79 1.069
C -0.59 -5.48 -2.19 -0.496
C 0.40 -6.30 -2.70 -0.849
C 1.10 -5.92 -3.84 -0.492
C 0.79 -4.71 -4.46 -0.471
C -0.20 -3.89 -3.94 -0.666
H -4.54 -2.78 0.14 0.422
H -4.90 -3.32 2.53 0.378
H -3.11 -4.46 3.82 0.354
H -0.97 -5.03 2.71 0.238
H -0.61 -4.46 0.35 0.297
H -3.57 -6.00 -0.98 0.187
H -5.16 -7.70 -1.79 0.379
H -6.43 -7.32 -3.88 0.357
H -6.11 -5.22 -5.14 0.384
H -4.55 -3.49 -4.31 0.344
H -1.14 -5.81 -1.31 0.185
H 0.63 -7.24 -2.21 0.401
H 1.88 -6.55 -4.24 0.367
H 1.32 -4.40 -5.35 0.415
H -0.41 -2.94 -4.41 0.373
O 0.89 1.24 1.84 1.506
As 2.05 2.31 2.29 -0.291
C 1.58 4.13 2.03 0.274
C 2.32 4.96 1.19 -0.079
C 1.94 6.28 1.04 -0.497
C 0.82 6.76 1.70 -0.738
C 0.07 5.93 2.52 -0.571
C 0.45 4.61 2.69 -0.376
C 2.23 2.09 4.20 0.156
C 1.68 0.94 4.76 0.203
C 1.78 0.73 6.13 -0.514
C 2.44 1.65 6.93 -0.535
C 2.98 2.80 6.37 -0.734
C 2.88 3.02 5.00 -0.561
C 3.75 1.87 1.53 0.040
C 4.91 2.53 1.90 -0.146
C 6.13 2.14 1.38 -0.779
C 6.19 1.08 0.48 -0.847
C 5.03 0.41 0.12 -0.592
C 3.80 0.80 0.63 0.066
H 3.15 4.55 0.63 -0.128
H 2.49 6.92 0.36 0.419
H 0.51 7.79 1.55 0.471
H -0.83 6.30 2.99 0.393
H -0.15 3.94 3.29 0.414
H 1.15 0.25 4.12 -0.051
H 1.34 -0.16 6.56 0.382
H 2.51 1.48 8.00 0.378
H 3.48 3.53 7.00 0.383
H 3.28 3.93 4.57 0.347
H 4.87 3.37 2.59 0.303
H 7.03 2.68 1.65 0.360
H 7.14 0.78 0.06 0.370
H 5.07 -0.41 -0.59 0.468
H 2.90 0.29 0.32 0.476
```

=====

# 4
Density functional theory data (ωB97M-V/def2-TZVPD) for C20H30F6MnO15P as an isolated structure.

The multiplicity is 6. As for the lowest unoccupied orbital energy (alpha / beta): -6.9 / -6.7 eV. The charge is +1.

Structure (XYZ):
```
73
Properties=species:S:1:pos:R:3:mulliken_charge:R:1
Mn 0.81 0.80 -0.92 1.915
P 3.64 2.16 -2.65 1.167
F 3.61 3.42 -3.69 -0.346
F 2.79 3.13 -1.64 -0.332
F 2.23 1.68 -3.20 -0.328
F 3.60 1.10 -1.43 -0.344
F 4.55 1.17 -3.59 -0.339
F 5.03 2.68 -1.96 -0.365
C -6.85 -0.75 -0.59 -1.325
C -5.73 -1.65 0.09 0.298
C -5.21 -3.00 -0.56 -0.290
O -3.81 -2.67 -0.72 -0.275
C -3.54 -1.48 -0.34 0.619
O -2.44 -0.95 -0.58 -0.634
O -4.56 -0.91 0.25 -0.320
H -7.83 -1.19 -0.45 0.370
H -6.61 -0.58 -1.64 0.338
H -6.83 0.23 -0.10 0.351
H -6.08 -1.82 1.11 0.293
H -5.72 -3.29 -1.48 0.291
H -5.43 -3.76 0.19 0.274
C -1.30 -4.93 3.20 -1.198
C -0.34 -3.85 3.81 0.308
C 1.12 -4.28 4.19 -0.399
O 1.94 -3.22 3.72 -0.336
C 1.30 -2.46 2.86 0.727
O 1.78 -1.75 1.99 -0.594
O 0.04 -2.74 3.01 -0.382
H -1.98 -5.42 3.90 0.385
H -1.01 -5.76 2.56 0.323
H -1.98 -4.27 2.66 0.246
H -0.74 -3.25 4.63 0.297
H 1.38 -5.24 3.75 0.299
H 1.04 -4.39 5.27 0.323
C -3.69 5.27 -5.21 -1.510
C -2.72 5.74 -4.21 0.507
C -3.32 6.18 -2.87 -0.391
O -2.52 5.41 -2.02 -0.285
C -1.87 4.51 -2.70 0.619
O -1.43 3.44 -2.14 -0.644
O -1.86 4.72 -3.93 -0.282
H -3.27 4.81 -6.10 0.354
H -4.35 6.09 -5.48 0.380
H -4.32 4.51 -4.74 0.369
H -2.13 6.55 -4.64 0.302
H -4.40 6.03 -2.89 0.269
H -3.11 7.22 -2.62 0.308
C 4.74 5.72 4.50 -1.380
C 4.14 4.30 4.40 0.486
C 2.83 4.10 5.30 -0.588
O 1.96 3.27 4.64 -0.274
C 2.30 3.36 3.40 0.667
O 1.61 2.91 2.46 -0.616
O 3.51 4.00 3.16 -0.302
H 5.41 5.82 3.65 0.375
H 5.29 5.89 5.43 0.365
H 4.06 6.53 4.26 0.364
H 4.78 3.43 4.57 0.310
H 2.39 5.06 5.56 0.302
H 2.90 3.63 6.28 0.293
C 3.07 -6.66 -1.12 -1.350
C 3.27 -5.54 -2.17 0.361
C 2.39 -5.67 -3.43 -0.401
O 1.61 -4.57 -3.38 -0.321
C 2.13 -3.67 -2.53 0.613
O 1.88 -2.49 -2.39 -0.604
O 3.01 -4.27 -1.70 -0.301
H 3.75 -6.44 -0.29 0.374
H 3.57 -7.51 -1.59 0.401
H 2.05 -6.80 -0.76 0.316
H 4.31 -5.51 -2.49 0.218
H 2.13 -6.72 -3.57 0.360
H 3.00 -5.41 -4.30 0.318
```

=====

Calculated values (kcal/mol) of ΔE to the lowest compared entry with this formula, charge and spin for the records, taken in order: 111.6 8.8 7.4 273.7.